Here is the molecule C3H9NS in a non-equilibrium geometry from the Open Molecules 2025 dataset. Energies are from ωB97M-V/def2-TZVPD.

Each line ends with the Löwdin charge.
Cartesian coordinates (Å):
C  -1.005  -1.195  -1.235  -0.291
S  0.136  -0.434  -0.339  0.637
C  -0.510  -0.353  1.413  -0.209
C  0.477  1.546  -0.459  -0.115
N  1.412  -1.180  -0.342  -0.326
H  -0.586  -1.101  -2.155  -0.040
H  -2.005  -0.811  -1.037  0.011
H  0.018  0.226  2.213  0.066
H  -1.634  -0.141  1.262  0.071
H  -0.418  -1.456  1.714  0.076
H  1.237  1.552  0.321  0.024
H  1.040  2.013  -1.180  0.013
H  -0.430  1.835  -0.042  0.009
H  2.267  -0.502  -0.134  0.073

Calculated values
ΔE to the lowest compared entry with this formula, charge and spin, kcal per mole: 130.61
SMILES: C=S(C)(C)=N
HOMO, eV: -8.2
Energy, hartree: -572.43196
Largest force on an atom, eV/Å: 5.379
Multiplicity: 1
Frontier orbital gap, eV: 8.825